No. 1
Computed, not measured: a molecular structure, C5H13NO2 at a distorted geometry, with the ωB97M-V functional and the def2-TZVPD basis.

Element x y z (Å)
C1 -1.0473 -1.6046 0.5688
C2 -1.8263 1.0186 0.3224
C3 -0.8935 0.0705 -0.3865
O1 -0.6396 -2.5574 -0.3872
O2 -0.9905 -0.1373 -1.5810
H1 -0.7098 -2.1205 -1.2542
H2 -0.5915 -1.8413 1.5400
H3 -2.1262 -1.6783 0.7653
H4 -2.8354 0.6135 0.3018
H5 -1.5467 1.1698 1.3633
H6 -1.8572 1.9766 -0.2003
C4 1.3145 1.5141 0.6391
C5 1.8549 -0.2690 -0.9641
N1 0.9997 0.1853 0.1294
H7 0.5198 -0.6953 0.6637
H8 1.3337 -1.0126 -1.5700
H9 2.3836 1.6232 0.8214
H10 1.0141 2.2696 -0.0983
H11 0.7670 1.7014 1.5604
H12 2.1264 0.5208 -1.6650
H13 2.7503 -0.7472 -0.5691

The spin multiplicity is 1. For the energy above the lowest of the compared OMol25 structures with the same formula, charge and spin, the calculation gives 4.137 eV.

natural (NBO) atomic charge list, values in e, 6 entries: number 1, C, carries -0.259; number 2, C, carries -0.712; number 3, C, carries 0.609; number 4, O, carries -0.744; number 5, O, carries -0.691; number 6, H, carries 0.483


No. 2
Computed, not measured: C4H7N3 in the gas phase, with the ωB97M-V functional and the def2-TZVPD basis.

Element x y z (Å)
C1 -1.0199 0.5866 -1.9486
N1 -0.5457 1.0059 -0.6366
C2 -0.3201 -0.0058 0.2401
N2 2.4370 0.1426 0.6781
N3 1.7524 -0.2812 1.5865
C3 0.2527 -0.3678 1.5434
C4 -0.4526 -1.2561 0.5899
H1 -1.9232 -0.0151 -1.8150
H2 -1.2779 1.4650 -2.5449
H3 -0.2797 -0.0159 -2.4937
H4 0.2214 1.6664 -0.6620
H5 2.1570 -0.5634 2.5073
H6 -0.1526 -0.1180 2.5326
H7 -0.8487 -2.2432 0.4229

The spin multiplicity is 1. For the energy above the lowest of the compared OMol25 structures with the same formula, charge and spin, the calculation gives 4.580 eV.

natural (NBO) atomic charge list, values in e, 6 entries: number 1, C, carries -0.406; number 2, N, carries -0.593; number 3, C, carries 0.232; number 4, N, carries -0.264; number 5, N, carries -0.239; number 6, C, carries -0.141


No. 3
Computed, not measured: CH4SSi in the gas phase at a distorted geometry, with the ωB97M-V functional and the def2-TZVPD basis.

Element x y z (Å)
Si1 0.0843 0.8053 0.4128
C1 -0.0479 -0.9377 -0.3367
S1 -0.7274 -2.3186 0.0759
H1 1.4492 1.3945 0.3710
H2 -0.2107 0.5320 1.7930
H3 -0.6917 1.3746 -0.6906
H4 0.1443 -0.8501 -1.6254

The spin multiplicity is 1. For the energy above the lowest of the compared OMol25 structures with the same formula, charge and spin, the calculation gives 1.781 eV. Its SMILES is [SiH3]C=S.

natural (NBO) atomic charge list, values in e, 6 entries: number 1, Si, carries 0.855; number 2, C, carries -0.757; number 3, S, carries 0.136; number 4, H, carries -0.148; number 5, H, carries -0.143; number 6, H, carries -0.128


No. 4
Computed, not measured: 2 unconnected molecules or ions with the total composition C17H23FO6, with the ωB97M-V functional and the def2-TZVPD basis.

Element x y z (Å)
C1 3.7396 -1.6830 2.1046
C2 4.1243 -2.4047 0.8162
C3 4.8159 -1.5240 -0.2455
C4 4.3222 -0.0800 -0.3721
C5 3.0586 0.1114 -1.2546
C6 1.7966 0.3797 -0.4867
C7 0.9666 -0.5215 0.0366
F1 1.1362 -1.8370 -0.1037
C8 -0.1703 -0.1218 0.9219
O1 -0.4970 -0.8148 1.8597
C9 -0.8123 1.1926 0.5795
C10 -2.2859 1.4465 0.8464
C11 -3.1232 0.2796 1.3745
C12 -3.2601 -0.8744 0.3667
C13 -4.6786 -1.0788 -0.1187
O2 -5.6628 -0.6430 0.3996
O3 -4.7981 -1.8319 -1.2452
C14 -0.0103 2.1224 0.0346
C15 -0.4227 3.5051 -0.3756
C16 -0.5198 3.5897 -1.8908
O4 -0.1338 4.5213 -2.5399
C17 1.4394 1.8000 -0.1967
O5 2.2858 2.6676 -0.1717
H1 3.5215 -2.4092 2.8903
H2 2.8494 -1.0595 1.9956
H3 4.5503 -1.0378 2.4522
H4 4.8246 -3.2018 1.0862
H5 3.2616 -2.9119 0.3801
H6 5.8910 -1.5263 -0.0551
H7 4.6805 -1.9968 -1.2244
H8 5.1197 0.5019 -0.8408
H9 4.1534 0.3816 0.6013
H10 2.9143 -0.7371 -1.9264
H11 3.2324 0.9889 -1.8807
H12 -2.3687 2.2694 1.5658
H13 -2.7421 1.8172 -0.0783
H14 -4.1160 0.6602 1.6189
H15 -2.6984 -0.0945 2.3021
H16 -2.6289 -0.6815 -0.5103
H17 -2.9071 -1.8108 0.8076
H18 -3.9207 -2.1069 -1.5436
H19 -1.4074 3.7632 0.0241
H20 0.3063 4.2470 -0.0458
H21 -1.0009 2.7135 -2.3725
O6 -7.7720 -2.3357 -1.9536
H22 -8.1848 -1.4678 -1.9693
H23 -6.8683 -2.1663 -1.6625

The spin multiplicity is 1. Its SMILES is CCCCCC1=C(F)C(=O)C(CCCC(=O)O)=C(CC=O)C1=O.O.

natural (NBO) atomic charge list, values in e, 6 entries: number 1, C, carries -0.611; number 2, C, carries -0.404; number 3, C, carries -0.395; number 4, C, carries -0.391; number 5, C, carries -0.440; number 6, C, carries -0.125


| no. | energy (a.u.) | E_HOMO (eV) |
| --- | --- | --- |
| 1 | -403.4246 | -8.28 |
| 2 | -320.7150 | -7.69 |
| 3 | -728.0845 | -8.40 |
| 4 | -1212.8613 | -10.13 |